1.
Computed, not measured: C25H30N5PrS as an isolated structure, with the ωB97M-V functional and the def2-TZVPD basis.

```
62
Properties=species:S:1:pos:R:3:forces:R:3
Pr 0.738800 -0.230700 0.251100 5.23 -0.83 -1.40
C 2.378600 2.800900 3.399300 -0.04 -0.06 0.20
C 2.326700 1.571900 4.316600 0.15 0.08 -0.14
C 3.676900 0.861400 4.345300 -0.22 0.08 0.16
C 1.159300 0.694500 3.922400 0.04 -0.03 -0.06
C -0.116300 1.134000 4.282800 0.00 -0.03 -0.10
C -1.243000 0.386300 4.017800 0.14 -0.07 -0.15
C -1.144400 -0.856700 3.393000 0.27 -0.04 -0.07
C -2.372000 -1.683400 3.185500 -0.10 0.00 -0.02
C 0.121300 -1.309700 3.026700 0.11 -0.08 0.50
C 1.267000 -0.530500 3.263700 -0.06 -0.20 0.51
H 3.080100 3.532800 3.794000 0.11 0.08 -0.04
H 1.399900 3.272400 3.322700 -0.06 0.07 0.00
H 2.698900 2.518600 2.398400 0.09 -0.05 -0.07
H 2.112700 1.928900 5.332400 0.00 -0.04 -0.09
H 3.940000 0.456300 3.372500 0.05 -0.03 -0.09
H 3.674700 0.056900 5.079400 0.03 -0.10 -0.01
H 4.451500 1.571200 4.629800 0.08 0.02 0.00
H -0.206800 2.069700 4.817400 -0.04 0.11 0.04
H -2.215300 0.737900 4.330900 -0.12 0.08 0.05
H -2.921200 -1.781400 4.120300 -0.04 -0.09 0.07
H -2.125600 -2.671900 2.806700 -0.03 -0.08 -0.01
H -3.028400 -1.201500 2.460600 -0.08 -0.06 0.00
H 0.234800 -2.329000 2.660800 -0.05 0.28 -0.10
H 2.246500 -0.972300 3.082300 -0.10 0.16 -0.13
N -2.758000 -3.454000 -0.065700 -0.07 0.47 -0.21
C -1.901800 -2.393100 -0.032900 1.23 -1.17 0.20
S -0.218100 -2.834000 -0.030400 -0.45 -0.19 -0.35
N -2.442300 -1.213000 0.066300 -1.16 1.44 0.05
N -1.619500 -0.137500 0.181300 -2.78 1.04 -0.10
C -2.202100 1.031600 0.403300 -0.31 -3.06 -0.44
C -1.427400 2.204700 0.521400 2.06 1.96 0.15
C -2.038200 3.472600 0.661600 -0.19 -1.34 -0.08
C -1.276200 4.605700 0.662600 1.28 0.19 -0.07
C 0.118700 4.477300 0.522100 -1.07 0.40 0.11
C 0.661800 3.219600 0.426100 0.40 -0.57 -0.03
N -0.050800 2.085400 0.452000 -1.96 1.42 -0.09
H -2.370600 -4.329500 -0.375200 0.00 0.04 0.05
H -3.716300 -3.259200 -0.305600 -0.09 0.02 0.05
H -3.286700 1.108800 0.460800 0.07 -0.19 0.04
H -3.114500 3.517700 0.750500 -0.05 0.01 -0.03
H -1.728200 5.582600 0.753900 -0.03 0.03 0.01
H 0.744500 5.351900 0.485500 0.17 0.06 0.00
H 1.735500 3.092600 0.311600 -0.08 -0.02 0.00
C 2.720700 0.079200 -3.856700 0.18 -0.07 0.10
C 3.843100 0.472400 -2.946400 -0.31 -0.08 0.53
C 5.038200 0.951900 -3.423500 0.28 0.10 0.03
C 6.061000 1.338500 -2.562600 0.18 0.08 -0.02
C 5.869900 1.246500 -1.190300 0.19 0.13 -0.29
C 4.690400 0.775200 -0.664200 -0.79 -0.21 -0.04
C 4.470500 0.675600 0.819800 -0.13 0.04 -0.31
C 3.622300 0.349300 -1.529700 1.90 0.58 -0.94
N 2.510000 -0.149100 -1.057300 -4.13 -0.39 2.63
H 3.062400 0.012400 -4.886700 0.00 0.02 -0.15
H 1.915100 0.815400 -3.799800 -0.15 -0.04 -0.02
H 2.308000 -0.881800 -3.544100 -0.08 0.03 -0.05
H 5.189600 1.025800 -4.494300 0.00 0.01 -0.08
H 6.992500 1.717300 -2.956400 0.10 0.01 -0.04
H 6.665700 1.544800 -0.521300 0.13 0.09 0.11
H 5.051100 1.423200 1.360000 0.04 0.03 0.08
H 4.759900 -0.314700 1.184600 -0.14 -0.07 0.15
H 3.392400 0.815000 1.042400 0.43 -0.02 -0.01
```
Positions in Å, forces in eV/Å.

Properties
Multiplicity: 3
Kohn-Sham gap (alpha / beta): 3.520 / 3.553 eV
LUMO energy (alpha / beta): -1.65 / -1.65 eV
Expectation value of S²: 2.012
Net charge: 0
HOMO energy (alpha / beta): -5.17 / -5.21 eV

Here are the Löwdin charges for atoms 1 to 6, given in e: number 1, Pr, carries 0.906; number 2, C, carries -0.052; number 3, C, carries -0.367; number 4, C, carries -0.059; number 5, C, carries -0.196; number 6, C, carries -0.024

***

2.
Computed, not measured: C25H30NO6RbS as an isolated structure, with the ωB97M-V functional and the def2-TZVPD basis.

```
64
Properties=species:S:1:pos:R:3:forces:R:3
Rb -0.410587 -0.471326 -0.410657 1.29 1.53 -1.56
C 3.100817 -0.116418 -0.650045 0.04 0.09 -0.08
O 2.350473 0.279191 0.484308 0.07 0.01 0.01
C 2.684998 1.555463 0.974490 -0.18 0.18 -0.09
C 2.196986 2.696231 0.082235 0.10 -0.16 0.02
O 0.837043 2.603680 -0.277630 0.02 -0.03 -0.07
C -0.092567 2.781680 0.773308 -0.14 -0.04 -0.24
C -1.433802 3.079069 0.135205 0.18 0.04 0.06
O -1.830921 1.986195 -0.661413 -0.07 0.12 0.03
C -2.976826 2.277682 -1.432587 0.00 0.01 0.03
H 4.177181 -0.097404 -0.440593 -0.02 0.06 0.04
H 2.898133 0.519787 -1.519486 0.02 0.03 0.04
H 2.792039 -1.133440 -0.867675 0.03 -0.02 -0.01
H 3.772606 1.655417 1.088521 0.00 0.01 0.09
H 2.220846 1.633607 1.959355 0.06 -0.05 0.03
H 2.739790 2.694049 -0.863648 0.02 0.06 0.03
H 2.405238 3.646449 0.593141 -0.01 0.01 -0.01
H 0.193833 3.636512 1.398325 0.00 -0.04 0.07
H -0.161105 1.884332 1.400291 0.01 0.06 0.06
H -1.329720 3.976538 -0.488189 -0.05 0.01 0.02
H -2.176804 3.270994 0.919375 -0.02 0.02 -0.02
H -3.797291 2.639515 -0.804123 -0.01 -0.05 0.01
H -3.283622 1.355510 -1.921045 -0.02 0.01 -0.01
H -2.754393 3.038373 -2.189599 0.00 -0.01 0.00
O -3.273794 -4.568553 1.675625 -0.04 0.07 -0.16
C -2.153808 -4.381309 2.425242 0.19 -0.05 0.16
C -1.835845 -5.236688 3.476155 -0.05 -0.19 -0.06
C -0.695155 -5.036382 4.235637 0.03 0.04 -0.01
C 0.127534 -3.952022 3.968141 0.03 0.03 0.01
C -0.224766 -3.072443 2.953550 0.02 -0.10 -0.01
C -1.343177 -3.282863 2.157273 -0.15 0.16 -0.10
C -1.679896 -2.250959 1.086462 -0.52 -0.79 0.52
O -1.729837 -2.615982 -0.108173 -0.42 -0.64 0.14
O -1.802011 -1.080743 1.509519 -0.49 -0.03 0.83
H -3.703109 -5.381586 1.953796 -0.04 -0.06 0.04
H -2.489626 -6.077197 3.692230 0.00 0.02 0.00
H -0.464024 -5.712696 5.049106 0.00 -0.02 -0.03
H 1.017315 -3.777637 4.559725 -0.02 0.01 0.01
H 0.367022 -2.182755 2.771156 0.01 0.01 0.01
N 1.388941 -2.686654 -0.090824 -0.09 0.13 0.14
S 1.158716 -3.768023 -1.189818 0.42 -0.91 0.30
C 0.134642 -5.161489 -0.669187 -0.14 0.18 -0.22
C 0.505626 -5.963550 0.396674 -0.01 -0.04 0.09
C -0.233448 -7.102272 0.671962 0.03 0.09 0.12
C -1.333797 -7.425625 -0.110986 -0.10 -0.01 -0.01
C -1.712098 -6.601493 -1.160250 -0.04 -0.04 0.01
C -0.975435 -5.461543 -1.441085 0.08 0.14 0.00
C 2.675432 -4.809860 -1.242539 -0.03 0.34 -0.12
C 2.737523 -5.982620 -1.980264 0.02 -0.04 -0.10
C 3.908622 -6.724662 -1.977174 -0.08 0.00 -0.06
C 5.008405 -6.293620 -1.246986 0.11 0.03 0.07
C 4.943922 -5.110913 -0.525940 -0.01 -0.07 -0.06
C 3.773516 -4.363599 -0.529762 -0.07 0.07 0.00
H 1.458408 -3.067911 0.851636 0.07 -0.13 -0.05
H 1.376952 -5.719395 0.994151 -0.02 0.00 0.00
H 0.054481 -7.734678 1.500888 -0.02 -0.02 0.02
H -1.905438 -8.320780 0.103395 0.03 0.01 0.00
H -2.580265 -6.842148 -1.759932 0.00 -0.01 0.01
H -1.255083 -4.797960 -2.249076 -0.05 -0.02 0.02
H 1.875520 -6.324820 -2.541141 0.00 -0.01 0.03
H 3.963360 -7.645787 -2.543298 -0.01 0.01 0.00
H 5.916910 -6.882497 -1.241644 -0.01 0.01 -0.01
H 5.801377 -4.764077 0.036316 0.00 -0.02 0.01
H 3.695145 -3.433592 0.020476 0.01 0.00 0.01
```
Positions in Å, forces in eV/Å.

Properties
Kohn-Sham gap: 7.995 eV
LUMO energy: 0.28 eV
Net charge: 0
HOMO energy: -7.71 eV

Here are the Löwdin charges for atoms 1 to 6, given in e: number 1, Rb, carries 1.156; number 2, C, carries -0.114; number 3, O, carries -0.251; number 4, C, carries -0.201; number 5, C, carries -0.188; number 6, O, carries -0.152

***

3.
Computed, not measured: C25H30O6S2 as an isolated structure, with the ωB97M-V functional and the def2-TZVPD basis.

```
63
Properties=species:S:1:pos:R:3:forces:R:3
O 1.687959 4.985093 -0.140703 0.52 -0.83 -0.36
C 2.384040 3.990473 -0.113627 -0.60 1.24 0.18
O 3.673526 3.991660 -0.529977 -0.36 -0.93 0.01
C 1.876174 2.670774 0.403140 0.16 0.58 0.04
C 1.473380 1.689466 -0.711180 0.89 -0.83 0.65
C 0.111240 1.056110 -0.468891 -0.05 0.63 0.23
C -1.120365 1.956595 -0.349076 -0.09 -0.41 -0.41
C -1.760146 2.417742 -1.651460 -0.19 0.42 0.58
S -1.044412 3.930745 -2.365331 0.11 0.11 -0.56
C 1.822086 2.064130 -2.154152 -0.67 0.13 -0.50
O 3.164577 1.667506 -2.398879 0.29 -0.22 0.50
S 3.369444 0.241798 -1.684191 0.87 0.02 -1.09
O 4.697234 0.104257 -1.204324 -0.11 0.37 0.23
O 2.894610 -0.746433 -2.589983 -0.62 -0.12 0.35
O 2.397328 0.527452 -0.491731 -0.29 -0.14 -0.02
H 3.729794 4.432266 -1.382814 0.19 0.62 0.03
H 2.641859 2.226623 1.028168 0.15 -0.25 -0.04
H 1.034544 2.902296 1.042427 -0.23 -0.01 0.03
H -0.026449 0.281316 -1.217592 -0.15 -0.12 -0.14
H 0.214871 0.558176 0.491539 0.06 -0.20 0.10
H -0.952890 2.813241 0.297178 0.14 0.14 0.11
H -1.866062 1.349943 0.161575 -0.11 -0.09 0.11
H -1.806042 1.617594 -2.381639 0.28 -0.07 -0.25
H -2.790317 2.681756 -1.434043 -0.19 0.00 0.01
H -0.089287 4.225775 -1.471382 -0.18 -0.15 0.23
H 1.732107 3.111357 -2.406824 0.06 0.21 0.17
H 1.137423 1.536490 -2.819249 0.08 -0.14 -0.14
C -0.650688 -2.520236 0.768773 -0.02 0.02 0.02
C 0.645865 -2.195833 1.141940 0.04 0.03 -0.03
C 1.090068 -2.482586 2.425403 -0.02 0.04 0.00
C 0.241813 -3.100178 3.333119 -0.01 0.01 0.00
C -1.054662 -3.426268 2.958703 -0.01 -0.01 0.01
C -1.502095 -3.133546 1.678105 -0.01 0.01 -0.01
H -0.997439 -2.298334 -0.232933 0.00 -0.02 -0.02
H 1.312626 -1.722553 0.431664 0.01 -0.05 0.00
H 2.100266 -2.224629 2.716249 0.01 -0.01 0.01
H 0.590798 -3.328235 4.332047 0.00 0.00 0.01
H -1.716302 -3.909891 3.665503 -0.01 0.00 0.00
H -2.513608 -3.386290 1.387421 0.00 -0.01 0.00
C 4.215856 -3.395162 0.756726 -0.06 0.05 0.02
C 3.805352 -4.564377 1.376716 -0.03 -0.08 0.08
C 4.087131 -5.793574 0.797709 0.06 0.02 -0.07
C 4.787634 -5.848560 -0.401324 -0.04 0.03 0.00
C 5.193346 -4.675424 -1.025354 -0.06 -0.08 0.07
C 4.901383 -3.448822 -0.445799 0.11 0.11 -0.11
H 3.995065 -2.434851 1.207106 0.02 0.02 -0.01
H 3.263119 -4.517626 2.312321 -0.02 -0.03 0.00
H 3.760114 -6.707025 1.277443 0.01 -0.01 0.01
H 5.010163 -6.806646 -0.853302 0.00 -0.01 0.00
H 5.730773 -4.717272 -1.963643 0.00 0.00 0.00
H 5.207824 -2.529440 -0.928053 0.01 0.00 -0.02
C -7.837294 1.929232 -0.412084 -0.01 0.01 0.00
C -6.671841 1.200742 -0.222216 0.00 -0.01 -0.02
C -5.508616 1.846230 0.172479 0.04 0.00 0.00
C -5.511055 3.218012 0.383731 0.03 -0.01 -0.01
C -6.677481 3.945699 0.195657 0.00 0.02 0.00
C -7.839524 3.301745 -0.204950 0.00 -0.01 0.00
H -8.744558 1.427387 -0.721981 -0.01 0.00 0.00
H -6.670105 0.130320 -0.381972 0.00 -0.01 0.00
H -4.597602 1.278178 0.316602 -0.01 -0.02 0.02
H -4.603881 3.720709 0.695399 0.00 0.01 0.00
H -6.680542 5.015034 0.361377 0.00 0.01 -0.01
H -8.748128 3.869872 -0.355562 -0.01 0.00 0.00
```
Positions in Å, forces in eV/Å.

Properties
Kohn-Sham gap: 9.470 eV
LUMO energy: 0.36 eV
Net charge: 0
HOMO energy: -9.11 eV

Here are the Löwdin charges for atoms 1 to 6, given in e: number 1, O, carries 0.103; number 2, C, carries -0.500; number 3, O, carries 0.124; number 4, C, carries 0.008; number 5, C, carries -0.356; number 6, C, carries -0.117

***

Molar mass? In order: 573.5 558.1 490.6 g mol⁻¹.
Relative energy (zero: lowest compared OMol25 entry of this formula, charge and spin)? In order: 29.9 13.8 0.0 kcal/mol.
E_tot? In order: -2159.61535 -1899.04579 -2218.42315 Eh.